Run 1
192
Properties=species:S:1:pos:R:3:mulliken_charge:R:1 method="wB97M-V/def2-TZVPD" charge=0 homo_ev=-7.9 smiles=COCCNCCOC.COCCNCCOC.COCCNCCOC.COCCNCCOC.COCCNCCOC.COCCNCCOC.COCCNCCOC.COCCNCCOC lumo_energy_ev=0.5194
C -10.75 2.36 0.70 -0.67
O -9.80 2.82 -0.18 -0.42
C -8.72 1.91 -0.32 -0.18
C -7.88 2.33 -1.49 -0.75
N -6.78 1.43 -1.64 0.03
C -6.24 1.58 -3.00 -0.77
C -4.85 1.00 -3.24 -0.62
O -3.78 1.88 -2.95 -0.40
C -2.66 1.40 -2.27 -0.44
H -10.40 2.09 1.70 0.27
H -11.35 1.54 0.27 0.27
H -11.50 3.15 0.85 0.31
H -9.15 0.91 -0.49 0.19
H -8.16 1.82 0.62 0.17
H -7.52 3.36 -1.32 0.33
H -8.53 2.29 -2.36 0.35
H -6.03 1.66 -1.00 0.31
H -6.16 2.66 -3.22 0.36
H -6.95 1.05 -3.64 0.41
H -4.82 0.85 -4.34 0.31
H -4.68 -0.01 -2.85 0.32
H -1.79 1.41 -2.96 0.22
H -2.72 0.34 -2.02 0.34
H -2.32 2.03 -1.45 0.08
C 5.08 -2.23 -2.96 -0.85
O 6.05 -1.73 -2.08 -0.33
C 5.70 -0.43 -1.62 1.81
C 6.79 0.10 -0.74 -1.12
N 8.09 0.28 -1.39 -0.49
C 8.05 1.40 -2.40 0.07
C 9.11 1.18 -3.41 -1.03
O 8.73 0.10 -4.20 -0.22
C 9.65 -0.16 -5.25 -0.83
H 5.11 -1.70 -3.93 0.31
H 4.06 -2.12 -2.58 0.17
H 5.30 -3.27 -3.17 0.38
H 4.78 -0.50 -1.00 -1.03
H 5.27 0.23 -2.40 0.12
H 6.95 -0.66 0.04 0.36
H 6.49 1.01 -0.22 0.36
H 8.14 -0.53 -2.02 0.37
H 8.15 2.40 -1.97 0.49
H 7.12 1.40 -3.00 -0.05
H 10.07 1.00 -2.91 0.39
H 9.20 2.08 -4.04 0.50
H 9.91 0.74 -5.85 0.30
H 9.27 -0.90 -5.94 0.23
H 10.60 -0.48 -4.79 0.32
C -4.32 -2.02 2.24 -0.74
O -3.12 -1.32 1.97 -0.15
C -2.03 -2.08 1.70 -0.60
C -0.93 -1.09 1.44 -0.77
N 0.30 -1.66 0.90 -0.30
C 1.21 -0.59 0.52 -0.24
C 2.63 -1.01 0.47 0.12
O 3.04 -1.44 1.71 -0.48
C 4.44 -1.75 1.75 -0.57
H -4.96 -1.42 2.89 -0.02
H -4.13 -3.00 2.68 0.35
H -4.92 -2.12 1.32 0.32
H -2.18 -2.79 0.88 0.42
H -1.78 -2.66 2.60 0.25
H -0.74 -0.57 2.41 0.29
H -1.27 -0.28 0.78 0.32
H 0.73 -2.23 1.63 0.35
H 1.06 0.25 1.24 0.24
H 1.01 -0.11 -0.45 -0.01
H 3.19 -0.08 0.25 0.01
H 2.83 -1.69 -0.37 0.17
H 4.61 -2.15 2.77 0.39
H 5.08 -0.85 1.83 0.23
H 4.78 -2.45 0.99 0.06
C -3.34 4.01 5.99 -0.70
O -3.87 2.89 5.31 -0.29
C -2.89 1.91 4.97 -0.74
C -3.67 0.70 4.49 -0.27
N -4.73 0.18 5.40 -0.16
C -4.13 -0.69 6.46 -0.50
C -3.57 -1.96 5.83 0.35
O -3.79 -3.06 6.68 -0.47
C -4.84 -3.85 6.26 -0.41
H -2.64 4.54 5.34 0.22
H -2.87 3.73 6.93 0.31
H -4.18 4.68 6.15 0.24
H -2.37 1.64 5.90 0.30
H -2.33 2.31 4.12 0.50
H -3.06 -0.12 4.08 -0.05
H -4.17 0.99 3.55 0.16
H -4.98 1.06 5.87 0.39
H -4.91 -1.02 7.13 0.47
H -3.32 -0.09 6.86 0.11
H -2.49 -1.81 5.68 0.31
H -3.86 -2.17 4.79 -0.30
H -4.79 -4.81 6.77 0.32
H -4.82 -4.09 5.19 0.17
H -5.77 -3.33 6.49 0.10
C -2.02 9.20 -2.38 -0.77
O -0.92 8.42 -1.95 -0.26
C -0.01 9.12 -1.22 -0.61
C 0.99 8.19 -0.60 -0.64
N 0.31 7.18 0.17 -0.24
C 1.16 6.35 0.94 -0.55
C 0.30 5.35 1.73 -0.57
O -0.52 4.54 0.91 -0.46
C 0.18 3.72 0.02 -0.12
H -2.48 9.76 -1.54 0.33
H -2.78 8.54 -2.78 0.24
H -1.75 9.95 -3.14 0.29
H -0.51 9.72 -0.45 0.35
H 0.58 9.90 -1.76 0.40
H 1.67 8.77 0.03 0.38
H 1.59 7.77 -1.43 0.27
H -0.30 6.65 -0.44 0.28
H 1.72 6.87 1.73 0.46
H 1.94 5.79 0.39 0.16
H -0.44 5.95 2.25 0.35
H 0.92 4.74 2.41 0.38
H 0.73 2.97 0.60 0.29
H 0.79 4.35 -0.63 0.21
H -0.45 3.16 -0.68 -0.15
C 5.50 -4.79 -0.76 -0.69
O 5.43 -6.09 -0.22 -0.34
C 6.17 -7.03 -0.96 -0.47
C 5.85 -8.40 -0.41 -0.65
N 6.43 -9.47 -1.14 -0.34
C 7.86 -9.56 -0.93 -0.39
C 8.39 -10.88 -1.47 -0.79
O 7.75 -12.03 -1.01 -0.36
C 8.14 -12.39 0.26 -0.71
H 4.68 -4.23 -0.30 0.18
H 5.22 -4.84 -1.82 0.35
H 6.46 -4.27 -0.65 0.35
H 7.24 -6.83 -0.76 0.23
H 6.11 -6.93 -2.06 0.36
H 4.76 -8.46 -0.35 0.42
H 6.22 -8.38 0.63 0.25
H 5.98 -10.33 -0.88 0.27
H 7.99 -9.55 0.17 0.31
H 8.39 -8.76 -1.44 0.33
H 9.49 -10.90 -1.45 0.43
H 8.24 -10.88 -2.57 0.37
H 9.24 -12.46 0.35 0.33
H 7.80 -13.42 0.41 0.27
H 7.76 -11.80 1.10 0.25
C -8.73 -0.88 6.08 -0.67
O -9.07 -1.46 4.85 -0.38
C -7.93 -1.74 4.08 -0.34
C -8.30 -1.49 2.63 0.70
N -9.37 -2.33 2.20 -0.15
C -9.98 -2.10 0.95 -0.76
C -9.01 -2.05 -0.17 -0.71
O -8.39 -0.79 -0.33 -0.17
C -7.01 -0.84 -0.53 -0.23
H -7.98 -1.49 6.59 0.19
H -9.65 -0.98 6.66 0.28
H -8.44 0.16 5.96 0.28
H -7.51 -2.74 4.18 0.40
H -7.22 -0.91 4.19 0.17
H -7.42 -1.47 1.98 -0.56
H -8.63 -0.43 2.65 -0.12
H -9.75 -3.01 2.82 0.27
H -10.60 -1.20 0.99 0.15
H -10.65 -2.94 0.74 0.53
H -9.58 -2.28 -1.09 0.45
H -8.33 -2.91 -0.11 0.37
H -6.73 -1.20 -1.54 0.26
H -6.54 -1.53 0.19 0.13
H -6.59 0.16 -0.40 0.02
C 7.05 4.47 -7.32 -0.76
O 6.82 4.64 -5.95 -0.34
C 5.78 3.83 -5.49 -0.54
C 5.60 4.10 -4.03 -0.25
N 4.38 3.41 -3.57 -0.36
C 4.35 3.24 -2.12 -0.50
C 3.00 2.70 -1.67 -0.76
O 2.83 1.36 -2.06 0.32
C 1.57 1.16 -2.69 -0.96
H 6.95 3.43 -7.64 0.32
H 8.02 4.88 -7.58 0.26
H 6.37 5.12 -7.90 0.30
H 6.01 2.76 -5.66 0.28
H 4.86 4.00 -6.05 0.39
H 5.48 5.16 -3.78 0.33
H 6.49 3.78 -3.45 0.01
H 4.35 2.47 -3.96 0.32
H 4.62 4.17 -1.63 0.65
H 5.04 2.41 -1.86 -0.20
H 2.17 3.33 -2.02 0.39
H 3.00 2.68 -0.57 0.28
H 1.40 1.90 -3.49 0.41
H 0.78 1.41 -1.95 0.03
H 1.46 0.16 -3.09 0.38

Run 2
192
Properties=species:S:1:pos:R:3:mulliken_charge:R:1 method="wB97M-V/def2-TZVPD" charge=0 homo_ev=-8.0 smiles=COCCNCCOC.COCCNCCOC.COCCNCCOC.COCCNCCOC.COCCNCCOC.COCCNCCOC.COCCNCCOC.COCCNCCOC lumo_energy_ev=0.5650
C -8.37 3.99 0.48 -0.72
O -8.04 3.94 1.83 -0.34
C -7.56 5.12 2.49 -0.33
C -7.88 4.96 4.07 -0.93
N -9.19 5.42 4.64 -0.39
C -10.22 4.42 4.41 -0.79
C -10.99 4.69 3.18 0.02
O -11.30 6.18 3.02 -0.43
C -11.97 6.33 1.70 -0.73
H -8.77 3.01 0.18 0.28
H -7.58 4.35 -0.17 0.33
H -9.24 4.62 0.29 0.20
H -8.11 5.93 2.02 0.31
H -6.48 5.19 2.40 0.40
H -7.23 5.58 4.68 0.37
H -7.54 3.98 4.42 0.43
H -9.59 6.19 4.12 0.33
H -10.83 4.48 5.32 0.38
H -9.82 3.40 4.43 0.33
H -11.84 4.00 3.10 0.49
H -10.32 4.40 2.37 -0.02
H -11.37 6.11 0.82 0.23
H -12.43 7.31 1.62 0.30
H -12.84 5.67 1.67 0.31
C 0.04 6.54 -4.05 -0.68
O 0.07 6.42 -2.58 -0.34
C 1.39 6.24 -1.78 -0.77
C 1.62 7.60 -1.01 -0.47
N 0.52 7.67 -0.02 -0.13
C 0.35 8.67 1.05 -0.53
C -0.90 8.41 1.96 -0.67
O -2.10 8.47 1.26 -0.37
C -2.46 9.63 0.67 -0.76
H 0.62 7.40 -4.36 0.27
H -0.94 6.51 -4.53 0.24
H 0.48 5.58 -4.34 0.29
H 2.22 6.10 -2.47 0.45
H 1.32 5.46 -1.02 0.34
H 1.58 8.36 -1.79 0.24
H 2.68 7.66 -0.74 0.38
H -0.25 7.03 -0.10 0.24
H 0.36 9.66 0.61 0.31
H 1.24 8.72 1.68 0.36
H -1.01 9.15 2.75 0.44
H -0.84 7.39 2.34 0.31
H -2.70 9.40 -0.37 0.21
H -1.82 10.48 0.93 0.39
H -3.45 9.83 1.08 0.27
C -4.22 -6.41 -2.01 -0.56
O -2.82 -6.26 -2.10 -0.31
C -2.20 -7.53 -2.32 -0.58
C -2.21 -7.94 -3.81 -0.58
N -3.49 -8.52 -4.23 -0.40
C -3.53 -8.66 -5.69 -0.52
C -5.05 -8.87 -6.24 -0.72
O -5.99 -7.77 -6.22 -0.38
C -5.59 -6.64 -7.03 -0.72
H -4.62 -6.91 -2.90 0.32
H -4.77 -5.47 -1.93 0.28
H -4.50 -6.93 -1.10 0.28
H -2.51 -8.37 -1.70 0.35
H -1.15 -7.36 -2.12 0.34
H -1.46 -8.73 -3.86 0.37
H -1.88 -7.09 -4.40 0.34
H -4.16 -7.81 -3.97 0.15
H -2.98 -9.55 -5.96 0.30
H -3.06 -7.75 -6.06 0.32
H -5.47 -9.84 -5.99 0.41
H -5.00 -9.18 -7.29 0.44
H -4.63 -6.19 -6.76 0.26
H -6.44 -5.98 -6.88 0.26
H -5.93 -6.81 -8.05 0.33
C 6.42 -0.12 -17.00 -0.65
O 6.13 1.11 -16.35 -0.39
C 6.25 1.16 -14.99 -0.46
C 4.97 0.99 -14.28 -0.65
N 5.17 0.96 -12.86 -0.25
C 5.41 -0.33 -12.23 -0.44
C 5.40 -0.20 -10.69 -0.63
O 6.67 0.28 -10.30 -0.32
C 6.74 0.41 -8.90 -0.70
H 7.49 -0.24 -17.14 0.26
H 5.90 -0.16 -17.96 0.23
H 6.08 -0.90 -16.31 0.32
H 6.63 2.16 -14.75 0.29
H 7.03 0.48 -14.66 0.36
H 4.56 0.07 -14.69 0.29
H 4.23 1.72 -14.58 0.28
H 5.68 1.73 -12.46 0.26
H 6.39 -0.58 -12.65 0.28
H 4.65 -1.07 -12.49 0.31
H 5.17 -1.15 -10.22 0.42
H 4.63 0.52 -10.43 0.39
H 5.75 0.52 -8.47 0.35
H 7.37 1.29 -8.71 0.23
H 7.29 -0.44 -8.50 0.23
C 7.95 -11.56 -5.80 -0.75
O 7.08 -11.00 -4.84 -0.31
C 5.67 -11.26 -4.95 -0.78
C 4.74 -10.16 -4.30 -0.20
N 5.03 -8.80 -4.57 -0.30
C 4.60 -7.93 -3.49 -0.96
C 5.33 -8.05 -2.17 -0.35
O 4.81 -9.14 -1.43 -0.31
C 4.95 -9.20 0.07 -0.75
H 9.01 -11.50 -5.56 0.22
H 7.64 -10.95 -6.65 0.35
H 7.78 -12.59 -6.09 0.29
H 5.40 -12.28 -4.70 0.38
H 5.46 -11.19 -6.01 0.40
H 4.90 -10.44 -3.26 0.21
H 3.71 -10.45 -4.52 0.24
H 5.98 -8.61 -4.85 0.29
H 3.51 -8.03 -3.48 0.32
H 4.79 -6.90 -3.79 0.42
H 5.22 -7.09 -1.66 0.45
H 6.41 -8.03 -2.30 0.31
H 4.20 -8.56 0.51 0.28
H 5.86 -8.70 0.42 0.32
H 4.81 -10.28 0.15 0.23
C 12.47 -2.33 -1.19 -0.67
O 11.29 -1.43 -0.91 -0.38
C 10.98 -1.16 0.49 -0.61
C 12.04 -0.45 1.30 -0.66
N 12.50 0.79 0.58 -0.31
C 13.62 1.34 1.40 -0.44
C 14.13 2.65 0.80 -0.49
O 15.21 3.28 1.53 -0.33
C 16.44 3.01 1.06 -0.68
H 12.65 -2.48 -2.25 0.27
H 12.50 -3.30 -0.69 0.30
H 13.36 -1.82 -0.83 0.24
H 10.66 -2.11 0.92 0.39
H 10.06 -0.57 0.47 0.32
H 12.73 -1.18 1.70 0.31
H 11.43 -0.13 2.15 0.39
H 12.65 0.41 -0.34 0.30
H 14.42 0.61 1.53 0.33
H 13.14 1.60 2.34 0.24
H 13.26 3.30 0.84 0.31
H 14.37 2.33 -0.21 0.35
H 16.92 3.90 1.46 0.27
H 16.33 3.24 0.00 0.33
H 16.81 2.00 1.28 0.23
C -10.41 2.81 19.00 -0.68
O -11.68 2.84 18.35 -0.34
C -12.07 3.98 17.70 -0.77
C -11.40 4.12 16.28 -0.43
N -9.96 4.32 16.19 -0.30
C -9.42 4.91 14.94 -0.89
C -9.54 4.05 13.72 -0.41
O -8.80 2.83 13.99 -0.34
C -9.34 1.62 13.46 -0.79
H -10.28 3.44 19.88 0.28
H -9.50 2.91 18.41 0.25
H -10.38 1.72 19.12 0.29
H -12.01 4.87 18.32 0.38
H -13.14 4.07 17.55 0.40
H -12.06 4.88 15.86 0.38
H -11.68 3.19 15.78 0.24
H -9.52 3.43 16.35 0.30
H -8.35 5.05 15.14 0.35
H -9.87 5.89 14.77 0.41
H -9.08 4.41 12.79 0.40
H -10.60 3.84 13.57 0.35
H -8.62 0.80 13.52 0.30
H -9.23 1.70 12.38 0.33
H -10.36 1.32 13.70 0.28
C -2.84 1.19 6.73 -0.80
O -2.54 1.43 5.35 -0.31
C -2.45 0.32 4.51 -0.37
C -2.26 0.71 2.98 -0.73
N -1.21 -0.05 2.32 -0.33
C -1.10 0.30 0.97 -0.53
C 0.00 -0.60 0.40 -0.62
O 1.23 0.08 0.17 -0.31
C 2.05 -0.60 -0.73 -0.78
H -2.54 2.11 7.24 0.27
H -2.36 0.38 7.28 0.33
H -3.87 0.90 6.95 0.31
H -3.26 -0.40 4.67 0.29
H -1.49 -0.11 4.82 0.28
H -2.02 1.77 2.89 0.37
H -3.28 0.80 2.61 0.34
H -0.39 -0.06 2.91 0.26
H -0.85 1.36 0.94 0.35
H -2.03 0.18 0.41 0.31
H -0.45 -0.99 -0.51 0.36
H 0.13 -1.54 0.95 0.42
H 1.76 -0.56 -1.78 0.30
H 2.38 -1.62 -0.53 0.31
H 2.96 -0.01 -0.58 0.28

What should be chosen as the least stable of them? Choose run 2.

Run 1
14
Properties=species:S:1:pos:R:3:nbo_charge:R:1 method="wB97M-V/def2-TZVPD" charge=+1 homo_ev="-14.1 / -14.1" lumo_energy_ev="-5.3114 / -5.3113"
C -0.16 1.23 -0.82 0.35
C -0.77 1.38 0.64 -0.13
N -0.54 1.98 -1.74 -0.58
N 0.79 0.24 -0.86 -0.46
N 0.04 -1.97 0.50 -0.58
N 0.39 -0.76 0.65 0.17
O -0.71 0.00 1.10 -0.33
H 0.03 2.04 1.10 0.23
H -1.81 1.61 0.68 0.27
H -0.32 1.74 -2.68 0.37
H 0.63 -0.43 -1.66 0.40
H 0.43 -2.89 0.66 0.46
H -0.83 -2.14 -0.04 0.42
H 1.16 -0.55 1.22 0.44

Run 2
14
Properties=species:S:1:pos:R:3:nbo_charge:R:1 method="wB97M-V/def2-TZVPD" charge=+1 homo_ev=-15.0 lumo_energy_ev=-4.4402
C -1.70 0.89 -0.23 0.52
C 0.48 -0.28 0.84 -0.09
N -1.12 1.88 -0.21 -0.46
N 1.25 0.42 0.11 0.22
N 2.04 -0.12 -0.88 -0.58
N -2.35 -0.17 -0.22 -0.82
O 1.43 1.70 0.33 -0.49
H -0.31 0.15 1.41 0.23
H 0.23 -1.40 0.79 0.25
H 0.39 2.13 0.13 0.52
H 2.25 -1.12 -0.69 0.40
H 2.86 0.39 -1.03 0.41
H -2.87 -0.42 -1.06 0.46
H -2.66 -0.50 0.68 0.44

What should be chosen as the least stable of them? Choose run 1.

Run 1
14
Properties=species:S:1:pos:R:3:nbo_charge:R:1 method="wB97M-V/def2-TZVPD" charge=+1 homo_ev="-12.6 / -14.2" lumo_energy_ev="-5.3176 / -4.5265"
C -1.01 -0.67 0.03 0.68
C 1.62 0.34 0.41 -0.13
N 0.16 -1.37 0.18 -0.48
N -0.93 0.66 -0.45 -0.33
N -1.77 1.54 -0.11 -0.42
N 1.30 -0.69 -0.46 -0.38
O -2.05 -1.22 0.30 -0.53
H 1.78 1.32 0.04 0.22
H 1.82 0.22 1.44 0.23
H 0.11 -2.43 0.21 0.45
H -2.36 1.63 0.69 0.39
H -1.65 2.50 -0.48 0.40
H 0.99 -0.43 -1.34 0.45
H 2.00 -1.41 -0.46 0.45

Run 2
14
Properties=species:S:1:pos:R:3:nbo_charge:R:1 method="wB97M-V/def2-TZVPD" charge=+1 homo_ev=-13.9 smiles="[H]/N=N/[NH+]=C(/N)OC" lumo_energy_ev=-3.9624
H 3.73 -1.06 0.15 0.35
N 3.26 -0.23 0.13 -0.35
N 2.04 -0.45 -0.01 0.02
N 1.32 0.65 -0.20 -0.44
C -0.18 0.51 0.01 0.85
N -0.93 1.62 -0.02 -0.75
O -0.57 -0.68 0.03 -0.43
C -1.85 -1.40 0.11 -0.23
H 1.81 1.54 -0.22 0.41
H -0.40 2.38 -0.15 0.42
H -1.97 1.58 -0.22 0.46
H -2.40 -1.06 -0.75 0.21
H -2.39 -1.00 0.95 0.21
H -1.47 -2.38 0.19 0.25

What should be chosen as the least stable of them? Choose run 1.